DFT (wB97M-V/def2-TZVPD) results for 14 unconnected molecules or ions with the total composition C6H39NO14 in a non-equilibrium geometry.

Summary:
Gap between HOMO and LUMO   0.346 hartree
ΔE to the lowest compared entry with this formula, charge and spin   96.8 kcal/mol

```
! RIJCOSX wB97M-V def2-TZVPD def2/J DEFGRID3
* xyz 0 1
O 2.97 1.49 -2.43
O 0.12 0.17 2.74
O 2.10 2.31 2.43
O -2.31 -2.01 -2.73
O -0.17 0.96 -4.47
O 4.52 -1.25 -0.44
O 2.42 -2.37 -2.52
O -2.72 -3.03 3.25
O 0.04 4.11 2.56
O 2.56 -0.39 1.71
O 0.85 -2.63 2.47
O 0.29 -3.41 -0.06
O -1.60 2.18 2.57
O -2.45 -2.59 -0.06
N -0.08 -0.50 -0.74
C -3.26 1.44 -0.67
C -0.68 1.99 -0.87
C -0.15 0.81 -0.05
C 1.20 -0.60 -1.43
C 1.36 -1.85 -2.22
C -2.07 2.01 -1.51
H 1.31 0.22 -2.16
H -3.29 -2.64 2.57
H 0.48 -2.43 -2.49
H -0.10 -0.77 2.64
H 1.98 -0.46 -0.65
H -1.57 -1.75 -3.29
H -0.68 -3.49 0.00
H 0.76 1.20 0.42
H -2.03 1.44 -2.44
H -2.49 -2.22 3.74
H 0.68 -2.83 3.40
H 0.36 0.19 -4.72
H -0.56 3.31 2.79
H -0.09 4.15 1.61
H 2.85 2.82 2.74
H 2.70 0.54 1.96
H -0.14 -1.23 -0.05
H 3.09 -0.64 0.93
H -2.63 -1.16 -2.40
H -0.59 2.89 -0.20
H 1.35 2.93 2.22
H 0.53 -3.28 0.88
H -0.83 1.55 2.59
H -4.08 1.27 -1.45
H 2.88 1.77 -1.52
H 4.42 -2.06 0.07
H -2.36 1.83 3.04
H -2.42 3.01 -1.79
H -2.34 -3.46 -0.48
H -3.79 2.16 -0.06
H -0.92 0.75 0.73
H -3.15 0.42 -0.32
H -0.79 0.50 -3.88
H 1.72 -2.22 2.46
H -0.06 2.27 -1.72
H 4.31 -1.57 -1.33
H 0.96 0.34 2.28
H -2.23 -2.00 -0.81
H 3.81 1.79 -2.81
*
```